[1]
{"formula": "C37H77BFHfO26S9", "method": "ωB97M-V with the def2-TZVPD basis set", "homo_lumo_gap_ev": 2.5, "e_homo_ev": -13.9, "total_energy_ha": -7167.73877, "charge": 3, "fmax_ev_per_a": 11.0, "elements": ["Hf", "S", "S", "S", "S", "S", "S", "S", "S", "S", "F", "O", "O", "O", "O", "O", "O", "O", "O", "O", "O", "O", "O", "O", "O", "O", "O", "O", "O", "O", "O", "O", "O", "O", "O", "O", "O", "C", "C", "C", "C", "C", "C", "C", "C", "C", "C", "C", "C", "C", "C", "C", "C", "C", "C", "C", "C", "C", "C", "C", "C", "C", "C", "C", "C", "C", "C", "C", "C", "C", "C", "C", "C", "C", "B", "H", "H", "H", "H", "H", "H", "H", "H", "H", "H", "H", "H", "H", "H", "H", "H", "H", "H", "H", "H", "H", "H", "H", "H", "H", "H", "H", "H", "H", "H", "H", "H", "H", "H", "H", "H", "H", "H", "H", "H", "H", "H", "H", "H", "H", "H", "H", "H", "H", "H", "H", "H", "H", "H", "H", "H", "H", "H", "H", "H", "H", "H", "H", "H", "H", "H", "H", "H", "H", "H", "H", "H", "H", "H", "H", "H", "H"], "positions_angstrom": [[-5.6644, 1.0960, 0.3549], [-5.3049, -1.4686, 3.1407], [-0.2122, 1.7540, -6.2084], [-2.5983, -6.2788, 0.0560], [-4.3351, 0.5007, -3.0553], [0.7919, -0.2934, 4.8510], [-3.5182, 2.9070, 2.7274], [1.7699, 4.8401, -3.1576], [-4.7185, -2.4951, -0.4887], [-3.8976, 4.4111, -0.5107], [2.6711, -5.4170, 0.2332], [3.8127, 3.0976, 4.2097], [4.0146, 3.1369, 1.9267], [0.7273, 0.1888, -1.2880], [-1.9801, -1.9803, 1.1810], [-5.3546, -1.0875, -0.4809], [0.5932, 3.9734, -2.8024], [-4.7417, 1.0879, -1.6917], [7.5705, -0.4539, 2.4447], [1.2637, 1.0773, 0.7721], [0.3487, -2.8464, -3.2716], [-0.1116, -0.9026, 0.6780], [-4.9678, -0.5274, 1.9604], [-0.6745, -0.1538, 4.5421], [-0.6829, -4.5323, -2.2645], [3.2825, 1.9250, 0.2244], [-1.4498, 0.9625, -5.8809], [6.6761, 1.0668, 1.2516], [-4.4805, 1.8609, 2.1301], [8.0108, -0.4126, 0.2724], [-4.0688, 2.9239, -0.1722], [-1.1172, 1.1074, -0.0065], [2.6393, 0.6440, -2.3741], [-1.1309, -3.9507, -4.3867], [-3.8844, -5.5086, 0.2221], [5.3304, 1.8579, 3.0728], [-3.2068, 0.4588, 0.4238], [-4.8314, -3.1425, 2.6644], [-0.4871, -3.8795, -3.2300], [1.6646, -0.4435, 3.2796], [-5.9171, -3.7114, -1.0366], [3.2315, 3.9876, -2.5125], [-0.4607, 3.4767, -5.7389], [0.9123, 1.2695, -4.8906], [-2.5397, -7.4380, 1.4558], [2.2947, 1.3610, -0.0612], [-1.2462, -5.2300, 0.6428], [1.4431, 1.3239, 5.3295], [4.3363, -1.6766, 0.2938], [4.3902, -3.9544, -0.4561], [-3.6700, 4.5663, -2.2778], [2.5711, -3.1977, 0.9207], [1.3024, -2.6859, -2.2228], [-2.5565, 0.6306, -3.3465], [-2.2096, 4.8031, -0.0810], [-4.1416, 3.2138, 4.3910], [-2.0425, 0.2507, 0.3063], [3.2393, -4.2100, 0.2676], [-2.1215, -4.9557, -4.5429], [4.9279, -2.6694, -0.4757], [-4.8451, 1.6189, -4.3426], [-3.6444, -2.6498, -1.9113], [4.3381, 2.7424, 3.1687], [-4.0179, -1.2367, 4.3761], [7.4939, 0.0421, 1.2257], [-1.3891, -1.0561, 0.7601], [6.3735, 1.6798, 0.0028], [2.9034, 4.0310, 1.8380], [1.9505, 0.6824, -1.4082], [5.6626, 1.1663, 4.2526], [3.1099, -1.9121, 0.9102], [-2.0312, 1.9645, 3.1625], [8.4228, -1.5695, 2.5894], [1.7788, 6.1781, -1.9455], [0.2076, 0.4024, 0.0472], [-2.3229, 0.9159, 3.1555], [-5.3546, -4.5790, -1.3671], [-2.1138, -5.7871, -3.8410], [4.8072, -4.7319, -1.0881], [6.0851, 0.9921, -0.7889], [-4.1228, 2.2455, 4.8852], [5.7789, -2.4521, -1.1063], [-4.5837, 4.5011, -2.8707], [1.2307, -1.2415, 2.6824], [-2.1734, -5.3015, -5.5680], [-3.3390, -3.6974, -1.9371], [3.4038, 3.1143, -3.1393], [1.6547, 0.4821, 2.6981], [-1.3274, 2.0466, 2.3349], [8.1930, -2.4241, 1.9482], [-1.6906, 2.3184, 4.1248], [-0.8474, 3.5711, -4.7303], [0.7836, 6.6425, -2.0438], [2.5284, 1.3002, 5.4207], [-2.9172, 3.8477, -2.6035], [4.0915, 4.6502, -2.4903], [-5.1317, 3.6566, 4.3697], [0.8352, -2.2193, -1.3559], [2.5438, -1.1097, 1.3686], [5.6148, 2.4147, 0.2390], [-0.3662, -5.8598, 0.7545], [-4.4033, 2.5934, -4.1427], [9.4772, -1.3605, 2.3536], [1.6027, 5.8518, -0.9075], [1.9633, 1.4069, -5.1240], [-3.1115, -4.5003, -4.3501], [0.7097, 0.1975, -4.8128], [-3.9068, -3.1440, 2.0833], [-6.5523, -3.2931, -1.8209], [2.9803, 3.6226, -1.5195], [6.5506, 0.5663, 4.0692], [-5.9198, 1.7035, -4.5079], [-6.5636, -4.0072, -0.2127], [-4.4494, 1.3020, -5.3176], [2.6981, -0.6838, 3.5380], [2.0163, 3.4566, 2.1273], [1.8005, -3.5715, -1.8267], [2.7639, 4.2400, 0.7828], [-3.2877, 5.5547, -2.5512], [-4.2124, -0.3863, 5.0205], [-3.1021, -7.0469, 2.3031], [8.4717, -1.8941, 3.6267], [-4.1980, -2.3772, -2.8050], [1.0311, 1.4833, 6.3229], [-1.9560, 5.7833, -0.4894], [-4.7337, -3.7332, 3.5717], [-2.7492, -2.0538, -1.7782], [-1.5275, -4.7768, 1.5933], [-2.3913, 0.3374, -4.3907], [3.0714, 4.9034, 2.4552], [-1.1256, 3.9438, -6.4645], [5.9892, 1.8335, 5.0556], [0.6411, 1.6737, -3.9166], [1.1886, 2.0681, 4.5787], [-5.5751, -3.5979, 2.0122], [4.7488, -0.6719, 0.2932], [-1.0513, -4.4380, -0.0777], [1.6219, -3.3821, 1.4117], [-1.9395, 0.0444, -2.6760], [4.8426, 0.5407, 4.6023], [-2.2220, 1.6691, -3.2716], [7.2292, 2.2648, -0.3545], [-1.5424, -7.7734, 1.7137], [-3.9993, -2.1483, 4.9706], [-2.0716, 4.7189, 0.9893], [0.5085, 3.9678, -5.8394], [2.1217, -2.0803, -2.6030], [2.6008, 6.8749, -2.0332], [-3.0549, -1.1338, 3.8707], [-1.4660, 4.1836, -0.5985], [-3.1343, -8.2856, 1.1057], [-3.4474, 3.9176, 4.8495]]}



[2]
{"formula": "C33H41N6O2PtSTe", "method": "ωB97M-V with the def2-TZVPD basis set", "de_lowest_kj_mol": 58.5, "homo_lumo_gap_ev": 6.1, "e_homo_ev": -15.4, "total_energy_ha": -2545.80549, "charge": 3, "fmax_ev_per_a": 1.1, "elements": ["Pt", "Te", "S", "O", "O", "N", "N", "N", "N", "N", "N", "C", "C", "C", "C", "C", "C", "C", "C", "C", "C", "C", "C", "C", "C", "C", "C", "C", "C", "C", "C", "C", "C", "C", "C", "C", "C", "C", "C", "C", "C", "C", "C", "C", "H", "H", "H", "H", "H", "H", "H", "H", "H", "H", "H", "H", "H", "H", "H", "H", "H", "H", "H", "H", "H", "H", "H", "H", "H", "H", "H", "H", "H", "H", "H", "H", "H", "H", "H", "H", "H", "H", "H", "H", "H"], "positions_angstrom": [[0.7984, 0.7391, -0.5113], [3.0930, 2.1359, -1.3872], [0.8316, 0.4832, -2.7639], [-1.2660, -0.7460, -0.5157], [2.0446, -0.8596, -0.6146], [2.5229, -3.6684, -1.6535], [1.2894, 1.9201, -4.8642], [0.8994, 0.8179, 1.5382], [-0.6667, 2.1639, -0.3136], [0.0783, 3.0393, -3.1963], [-1.6958, -3.1420, -1.3969], [2.8059, -0.7162, 1.6789], [4.6671, -0.2224, -2.5105], [5.7397, -1.0996, -2.5515], [-3.6833, 1.4096, -2.1789], [-2.9421, -1.2518, -2.1274], [1.8273, 0.2163, 2.1852], [3.6179, -2.4170, 0.1517], [-4.0163, -0.8033, -2.9101], [-1.1731, -4.4954, -1.4365], [4.4791, 0.5885, -1.3913], [-2.5519, 1.0493, -1.4346], [6.4543, -0.3474, -0.3739], [3.5640, -3.2560, -1.0026], [2.7504, -1.3029, 0.3879], [6.6392, -1.1531, -1.4890], [-0.1631, 1.4923, 2.2884], [3.7704, -1.1545, 2.5969], [4.6218, -2.7370, 1.0783], [-4.4265, 0.5172, -2.9392], [-0.2785, 2.9812, 1.9920], [-5.6113, 0.9701, -3.7472], [5.7642, -2.5316, 3.3161], [-0.2453, 3.3223, 0.4954], [-2.1767, -0.3357, -1.3145], [5.3661, 0.5123, -0.3148], [1.4929, 2.9566, -5.8858], [-0.3193, 4.2924, -3.8517], [-1.8856, 2.1094, -0.7433], [0.7110, 1.9934, -3.6814], [-2.6041, -2.6283, -2.1615], [4.7200, -2.1240, 2.3139], [0.2421, -4.5074, -2.0061], [1.1216, -3.5006, -1.2795], [7.1678, -0.3710, 0.4397], [0.6336, -5.5219, -1.9018], [-2.4844, 3.0073, -0.5706], [-1.8373, -5.1325, -2.0186], [-0.2530, 2.9076, -2.2566], [3.7792, -0.6939, 3.5796], [5.3203, -3.5289, 0.8274], [-1.1891, 4.6718, -3.3210], [5.9871, -1.7193, 4.0059], [5.2274, 1.1500, 0.5488], [0.6628, 2.9929, -6.5882], [3.9978, -0.1419, -3.3566], [-1.2964, -2.4456, -0.7463], [2.7007, -4.3009, -2.4253], [4.5026, -3.6906, -1.3324], [0.4984, 3.5438, 2.5091], [-1.2334, 3.3035, 2.4105], [1.6422, 3.9247, -5.4208], [2.4010, 2.7032, -6.4258], [0.4708, 5.0388, -3.8058], [1.6828, 1.0162, -5.0785], [0.7658, 3.5798, 0.1778], [-0.8949, 4.1747, 0.2906], [7.4989, -1.8092, -1.5451], [0.2186, -4.2690, -3.0730], [0.8211, -2.4770, -1.5022], [-1.1640, -4.8723, -0.4122], [6.6921, -2.8192, 2.8229], [-4.5649, -1.5354, -3.4944], [-5.2996, 1.4246, -4.6885], [5.4258, -3.3845, 3.9059], [-0.0027, 1.3240, 3.3529], [-1.0918, 0.9877, 2.0132], [-6.2670, 0.1346, -3.9844], [-6.1998, 1.7056, -3.2000], [1.8450, 0.3574, 3.2657], [5.9085, -1.7061, -3.4327], [1.0675, -3.6312, -0.1938], [-0.6103, 4.1146, -4.8818], [-3.9941, 2.4509, -2.1658], [-3.1168, -3.2889, -2.8567]]}



[3]
{"formula": "C52H47N13OSn", "method": "ωB97M-V with the def2-TZVPD basis set", "de_lowest_kj_mol": 0.0, "homo_lumo_gap_ev": 4.6, "e_homo_ev": -0.5, "total_energy_ha": -3011.18188, "charge": -2, "fmax_ev_per_a": 0.7, "elements": ["Sn", "O", "N", "N", "N", "N", "N", "N", "N", "N", "N", "N", "N", "N", "N", "C", "C", "C", "C", "C", "C", "C", "C", "C", "C", "C", "C", "C", "C", "C", "C", "C", "C", "C", "C", "C", "C", "C", "C", "C", "C", "C", "C", "C", "C", "C", "C", "C", "C", "C", "C", "C", "C", "C", "C", "C", "C", "C", "C", "C", "C", "C", "C", "C", "C", "C", "C", "H", "H", "H", "H", "H", "H", "H", "H", "H", "H", "H", "H", "H", "H", "H", "H", "H", "H", "H", "H", "H", "H", "H", "H", "H", "H", "H", "H", "H", "H", "H", "H", "H", "H", "H", "H", "H", "H", "H", "H", "H", "H", "H", "H", "H", "H", "H"], "positions_angstrom": [[-0.5718, -0.7629, -0.3409], [-5.7060, -3.0951, 4.6920], [0.9264, 2.9827, -0.6965], [2.4625, 1.2082, 1.0549], [-0.8926, -0.8409, -2.7188], [-0.1149, 3.0723, 2.3206], [-3.8463, -3.3237, 5.9391], [-0.5661, -5.7001, -0.8255], [2.0331, -0.0004, -2.2196], [3.5150, -1.5397, -2.7745], [-2.1591, -1.3632, 1.6280], [0.5735, -5.7161, 1.2654], [-1.7351, 4.2738, 1.3600], [-1.0850, -2.9159, -0.6012], [4.3216, 1.4993, -0.1287], [-1.0211, -3.5318, -1.9210], [0.9127, -3.7517, -5.0242], [4.5759, 0.4161, 0.6959], [0.3467, 4.0770, 0.0426], [-3.4304, -1.6997, 1.4324], [5.5093, -1.4956, 1.6756], [-1.4224, 2.5150, 4.3953], [4.4087, -2.6718, -2.6235], [-3.6642, -2.3555, 3.7107], [-3.5105, 3.9919, 3.1530], [0.9212, -3.9163, -3.6823], [3.4198, 0.2707, 1.4551], [-3.8298, 2.4149, -0.3235], [-4.2251, -2.1944, 2.4547], [3.2642, -0.7548, 2.4392], [-2.2652, 3.8361, 2.5531], [0.5308, -2.2427, 6.3514], [2.0346, -3.1148, 4.1964], [-2.3477, -1.9897, 3.9124], [4.3757, -1.6491, 2.4743], [-4.5106, -2.9591, 4.8037], [3.2060, -0.8592, -3.9307], [-0.1406, -4.9579, 0.2784], [-0.4607, 3.7518, 1.2694], [-2.3401, 1.0025, -2.2314], [-3.8996, 2.7720, -1.6666], [-1.0107, -0.5262, -5.4363], [2.2924, 0.0904, -3.5680], [1.5883, -4.0106, 5.1526], [-2.6571, 2.6645, 5.0031], [-3.1522, 2.0815, -2.6095], [-1.6390, 0.3707, -4.5999], [-0.3151, -1.7458, -3.4890], [1.7585, -1.7168, 4.2747], [0.2778, -2.6578, -5.6942], [2.1530, -0.7382, 3.3187], [0.9723, -1.3386, 5.4028], [-3.6895, 3.3899, 4.3875], [2.7907, -0.9752, -1.7789], [0.8309, -3.6024, 6.2527], [-0.3349, -1.6660, -4.9272], [0.2086, -2.9611, -2.7628], [-1.6281, -1.4908, 2.8352], [3.0245, 1.9013, 0.1224], [2.3607, 2.8689, -0.8163], [-1.0104, -5.0378, -1.8219], [-1.2295, 3.1019, 3.1471], [-2.2490, 0.6337, -0.8730], [-2.9857, 1.3713, 0.0538], [-0.4548, -3.6525, 0.3810], [-1.5956, 0.2018, -3.2181], [5.6720, -0.4557, 0.7655], [-3.8020, -1.5837, 0.4209], [1.5799, 0.1848, 3.3108], [5.2005, -2.4387, -1.9116], [4.8739, 1.7739, -0.9180], [-2.8628, -3.5341, 5.8804], [-0.5800, -1.2093, 2.9402], [-2.8380, 2.2026, 5.9667], [1.8196, -5.0641, 5.0223], [-1.8491, -2.0666, 4.8675], [2.5551, -3.4979, 3.3293], [0.5124, 2.0836, -0.4783], [1.4361, -4.7575, -3.2302], [0.0875, -6.5898, 1.4254], [3.8538, -3.5416, -2.2756], [-4.3106, 4.5457, 2.6757], [-0.3348, 4.6362, -0.6158], [1.7429, 0.7696, -4.2050], [3.5948, -1.1636, -4.8893], [-3.2189, 2.3798, -3.6500], [-4.4219, 2.9396, 0.4206], [0.8908, -2.6389, -1.9613], [-4.6486, 3.4735, 4.8849], [-0.0459, -1.8778, 7.1978], [-1.3688, -5.5968, -2.6861], [0.2750, -2.5883, -6.7768], [0.7431, -0.2845, 5.5277], [-2.2530, 4.6270, 0.5758], [6.5589, -0.3449, 0.1535], [2.8110, 3.8654, -0.7570], [-0.2091, -3.1290, 1.3055], [-2.1855, 1.2039, -5.0254], [0.4955, -4.3114, 6.9998], [-2.9089, 1.1289, 1.1130], [-1.0590, -0.3871, -6.5123], [1.1277, 4.7843, 0.3388], [0.6343, -5.2125, 2.1409], [-4.3863, -3.8983, 6.5631], [2.8320, -1.3274, -0.7532], [-4.5425, 3.5867, -1.9841], [1.4334, -4.4881, -5.6336], [-0.6191, 1.9509, 4.8546], [6.3123, -2.2174, 1.7924], [4.8429, -2.9052, -3.5926], [2.5836, 2.4879, -1.8177], [-5.2538, -2.4764, 2.2814], [-1.9185, -3.2533, -2.4838], [4.3782, -2.4494, 3.1987]]}



[4]
{"formula": "C7H8S", "method": "ωB97M-V with the def2-TZVPD basis set", "de_lowest_kj_mol": 674.9, "homo_lumo_gap_ev": 9.8, "e_homo_ev": -9.2, "total_energy_ha": -669.43733, "fmax_ev_per_a": 15.3, "elements": ["S", "C", "C", "C", "C", "C", "C", "C", "H", "H", "H", "H", "H", "H", "H", "H"], "positions_angstrom": [[-0.7998, 0.3927, -2.7107], [0.0532, -0.0907, -0.0944], [1.0128, -0.9170, 0.8361], [-1.1062, -0.6625, 0.2807], [-2.1120, -0.7793, 1.1686], [0.5009, -0.1955, -1.5109], [2.0025, -1.2063, 1.5112], [0.1441, 1.4267, 0.5193], [0.6854, -1.2104, -1.7394], [-0.5355, 1.3083, 1.5527], [1.4235, 0.6198, -1.7675], [-2.9942, -0.7955, 1.6841], [-0.3527, 2.1552, -0.3323], [2.6644, -1.4096, 2.3163], [1.3771, 1.6345, 0.6742], [-1.9635, -0.2703, -2.3877]]}



Question: Which formula does entry 4 have?
Answer: C7H8S